DFT (wB97M-V/def2-TZVPD) results for 14 unconnected molecules or ions with the total composition C33H94O14.

LUMO energy   0.019 Eh
Total charge   0
Kohn-Sham gap   9.995 eV
Energy above the lowest of the compared OMol25 structures with the same formula, charge and spin   147.2 kJ/mol
Molar mass   715.10 Da

Structure (XYZ):
```
141
C33H94O14 wB97M-V/def2-TZVPD
C 1.5078 -0.1959 4.6822
C 2.0443 -1.6185 4.5263
O 3.0402 -1.6824 3.5058
H 0.7033 -0.0267 5.3767
H 1.1902 0.1878 3.6861
H 2.2610 0.5066 5.0871
H 1.2315 -2.2825 4.1910
H 2.4046 -1.9803 5.4888
H 3.4283 -0.8044 3.3219
C 4.3660 -3.9959 -0.6109
C 3.2293 -3.1950 -0.1306
O 2.6518 -3.5364 1.1264
H 5.1450 -4.0722 0.1383
H 4.7172 -3.5523 -1.5530
H 4.0693 -5.0021 -0.9170
H 2.3591 -3.2831 -0.8421
H 3.5130 -2.1197 -0.1833
H 3.0536 -3.0085 1.8482
C 1.8035 -6.3304 2.8788
C 0.8896 -5.2284 3.3381
O 0.3893 -4.4878 2.2210
H 1.2528 -6.7491 2.0336
H 1.9597 -7.1839 3.5230
H 2.7440 -5.9043 2.5301
H 1.3184 -4.5291 4.0594
H -0.0138 -5.5638 3.8703
H 1.1282 -4.2708 1.6441
C -4.1751 -0.4597 4.9804
C -2.6419 -0.4789 4.9610
O -2.1850 -0.2789 3.6404
H -4.4555 0.5292 4.5546
H -4.5527 -0.6010 6.0033
H -4.6086 -1.1985 4.3252
H -2.2229 -1.4332 5.2899
H -2.1385 0.2340 5.5676
H -2.1076 -1.1461 3.2051
C -1.3155 3.9499 3.1277
C -0.5702 2.6781 2.6958
O -1.3792 1.7694 1.9443
H -1.8320 4.3786 2.2730
H -0.6654 4.6560 3.6091
H -2.1335 3.5650 3.7599
H -0.1872 2.2376 3.5974
H 0.2672 2.9753 2.0713
H -1.7615 1.1737 2.5905
C -2.0410 5.3513 -0.3239
C -2.1124 5.5972 -1.8398
O -0.8541 5.1543 -2.4318
H -1.8150 4.3382 -0.1168
H -2.9155 5.5468 0.2393
H -1.2077 5.8497 0.1974
H -2.2035 6.6293 -2.1108
H -2.9416 5.0625 -2.3537
H -0.8428 4.1925 -2.5080
C -0.0057 -1.1018 0.6489
C 0.2193 0.2125 -0.0435
O -0.9889 0.8487 -0.5624
H -0.6249 -1.6967 -0.0230
H -0.5726 -0.9131 1.5718
H 0.9453 -1.5952 0.7926
H 0.8219 -0.0201 -0.9115
H 0.6894 0.8912 0.6797
H -1.4417 1.2848 0.1622
C 0.0305 -2.7440 -4.2972
C -0.7758 -1.7749 -3.3998
O -2.0791 -1.5955 -4.0410
H -0.5485 -3.6077 -4.5918
H 1.0009 -3.0818 -3.8690
H 0.2609 -2.1108 -5.1919
H -0.3191 -0.7693 -3.2876
H -0.9437 -2.1589 -2.3679
H -2.8411 -1.7055 -3.4558
C 4.6101 1.0081 1.9240
C 5.6783 1.4950 0.9705
O 6.9621 1.0963 1.5602
H 4.5902 1.5352 2.8831
H 4.6951 -0.0760 2.0979
H 3.6316 1.1878 1.4506
H 5.5939 2.5583 0.9531
H 5.5601 1.0964 -0.0337
H 7.6681 1.5662 1.0693
C 4.2735 -0.5196 -2.4142
C 3.1890 -1.0641 -3.2613
C 2.4320 -0.0917 -4.1498
O 3.8586 -2.1105 -3.9691
H 3.9172 0.0912 -1.6054
H 4.8635 0.1366 -3.0398
H 4.7780 -1.3382 -1.9266
H 2.4392 -1.4936 -2.5531
H 3.0857 0.4793 -4.8019
H 1.8886 0.6127 -3.4655
H 1.6589 -0.6486 -4.7054
H 3.2822 -2.5412 -4.6414
C -2.8155 3.1684 -4.6979
C -2.0546 2.0444 -4.0766
C -0.9620 1.5567 -5.0681
O -1.5518 2.4721 -2.8284
H -2.9881 2.9313 -5.7647
H -2.2319 4.0804 -4.6565
H -3.7756 3.2844 -4.1357
H -2.7500 1.1590 -4.0111
H -0.1652 2.2631 -5.1886
H -1.4184 1.4887 -6.1233
H -0.4432 0.6513 -4.7710
H -1.2946 1.6894 -2.2729
C 2.2841 3.2903 -0.9079
C 2.4241 4.5904 -1.6833
C 2.0292 4.4147 -3.1613
O 1.6292 5.5643 -1.0378
H 2.1174 3.4985 0.1046
H 3.1460 2.5756 -0.9742
H 1.3419 2.8265 -1.2195
H 3.4672 4.8732 -1.5681
H 1.9969 5.3235 -3.6805
H 1.0802 3.8845 -3.2420
H 2.8276 3.8281 -3.6381
H 0.7886 5.5012 -1.4928
C -3.0463 -3.6433 0.8693
C -3.0773 -3.5978 2.4022
C -3.0805 -4.9340 3.0887
O -1.9073 -2.8725 2.7653
H -3.9355 -4.1349 0.4742
H -2.1507 -4.2100 0.5341
H -3.0521 -2.6542 0.4004
H -3.9304 -3.0448 2.7869
H -2.8963 -4.8418 4.1590
H -2.1696 -5.4865 2.6954
H -4.0239 -5.4657 2.8579
H -1.1266 -3.2740 2.3222
C -4.2876 -0.0899 -1.7995
C -4.6161 0.6587 -0.4961
C -4.8600 2.1429 -0.7788
O -5.8427 0.1822 0.0598
H -4.6001 -1.1039 -1.7625
H -3.2327 -0.0197 -2.0295
H -4.8103 0.3756 -2.6517
H -3.8553 0.5168 0.3127
H -3.9228 2.5541 -1.2338
H -5.0440 2.6716 0.1297
H -5.7115 2.2904 -1.4394
H -5.7728 -0.6837 0.4860
```